Version a
12
Properties=species:S:1:pos:R:3:mulliken_charge:R:1 method="wB97M-V/def2-TZVPD" lumo_energy_ev=1.17 homo_energy_ev=-9.2 multiplicity=1
C -1.448 0.299 0.049 -0.283
H 2.546 -0.435 -0.066 0.282
H -0.901 2.420 -0.084 0.282
H 1.890 1.758 -0.119 0.282
H -1.646 -1.986 0.140 0.282
H -2.468 0.760 0.085 0.283
C 0.466 -1.403 0.025 -0.283
C 1.428 -0.386 -0.034 -0.282
H 0.579 -2.517 0.044 0.282
C 0.982 1.105 -0.072 -0.282
C -0.381 1.429 -0.046 -0.283
C -1.046 -1.043 0.079 -0.281


Version b
12
Properties=species:S:1:pos:R:3:mulliken_charge:R:1 method="wB97M-V/def2-TZVPD" lumo_energy_ev=0.98 homo_energy_ev=-9.6 multiplicity=1
C 1.114 -1.048 -0.627 -0.761
H -2.588 1.718 -0.210 0.288
H -3.369 0.158 -0.519 0.293
C -0.200 -0.436 -0.375 -0.087
H 1.207 -1.970 -0.040 0.263
C 3.174 0.552 -0.039 0.110
H 3.996 1.190 0.202 0.393
H 1.182 -1.347 -1.680 0.263
C -2.592 0.659 0.068 -1.270
C 2.241 -0.160 -0.303 -0.419
H -2.868 0.588 1.125 0.287
C -1.281 0.054 -0.174 0.639


Q: Which of them is the most stable? A: version a.


Version a
15
Properties=species:S:1:pos:R:3:mulliken_charge:R:1 method="wB97M-V/def2-TZVPD" lumo_energy_ev=0.94 homo_energy_ev=-11.2 multiplicity=1
H 1.809 -1.490 -0.117 0.341
H 0.591 -0.240 1.389 0.190
H -1.988 1.202 0.020 0.355
C 0.623 1.469 0.175 0.119
C 1.978 -0.444 -0.309 -1.245
H 2.852 -0.029 0.229 0.360
N 0.799 2.590 -0.044 -0.488
C -0.746 -0.578 -0.259 -0.530
H -0.731 -0.533 -1.353 0.294
H -0.820 -1.644 0.005 0.323
H 2.138 -0.193 -1.373 0.317
H -2.912 -0.281 -0.246 0.355
C 0.585 0.023 0.316 0.498
C -2.018 0.130 0.243 -1.181
H -2.161 0.018 1.324 0.292


Version b
15
Properties=species:S:1:pos:R:3:mulliken_charge:R:1 method="wB97M-V/def2-TZVPD" lumo_energy_ev=1.02 homo_energy_ev=-7.5 multiplicity=1
H 0.447 2.569 0.241 0.169
H 2.026 2.233 0.962 0.206
C -0.168 0.018 0.090 0.732
C -0.304 -1.418 -0.173 -0.311
C -1.470 0.768 0.076 -1.364
H 0.148 -3.334 -0.938 0.254
H -2.092 0.386 -0.728 0.318
C 1.018 0.611 0.290 -0.192
H -1.312 -1.731 0.105 0.275
N 1.249 1.970 0.410 -0.417
H 1.901 -0.008 0.411 0.301
C 0.476 -2.322 -0.754 -0.820
H 1.538 -2.263 -0.991 0.233
H -2.094 0.671 0.983 0.280
H -1.362 1.849 0.018 0.336


Q: Which of them is the most stable? A: version a.


Version a
16
Properties=species:S:1:pos:R:3:mulliken_charge:R:1 method="wB97M-V/def2-TZVPD" lumo_energy_ev=4.16 total_charge=-1 homo_energy_ev=-4.4 multiplicity=1
H 2.541 -0.357 -0.106 0.290
O -1.127 0.767 0.680 -0.721
C 0.675 -1.384 -0.303 -0.296
H 2.215 -1.429 1.261 0.395
H -1.417 3.167 -1.267 0.197
H 1.324 0.136 1.034 0.262
C -0.599 -1.667 0.456 0.085
O 0.453 1.941 -0.422 -0.728
H -2.650 2.277 -0.507 0.207
H -0.523 -1.503 1.549 0.286
C -0.720 1.647 -0.127 0.642
H 0.397 -0.703 -1.106 0.196
O -1.590 -2.123 -0.051 -0.569
C 1.752 -0.737 0.549 -1.140
H 0.994 -2.321 -0.738 0.412
N -1.725 2.289 -0.901 -0.519


Version b
16
Properties=species:S:1:pos:R:3:mulliken_charge:R:1 method="wB97M-V/def2-TZVPD" lumo_energy_ev=3.36 total_charge=-1 homo_energy_ev=-4.1 multiplicity=1
C 0.512 -0.042 2.436 -0.940
H 0.829 -0.030 3.488 0.296
O -0.488 2.156 2.308 -0.737
H 1.032 0.712 -3.595 0.215
C -0.493 -0.754 -1.059 -0.658
H 0.129 -1.016 2.162 0.254
C 0.139 -0.640 -2.408 0.617
H -0.821 -1.728 -0.738 0.348
N 0.687 0.592 -2.662 -0.389
H -1.407 -0.163 -1.072 0.312
H 0.138 -0.314 -0.294 -0.050
O -1.819 0.324 2.382 -0.725
C -0.722 0.931 2.361 0.657
H 1.391 0.244 1.857 0.230
H 0.770 1.230 -1.893 0.226
O 0.123 -1.502 -3.275 -0.655


Q: Which of them is the most stable? A: version b.